1.
ORCA calculation (ωB97M-V/def2-TZVPD) on a molecular structure, C15H40N4O11 at a distorted geometry.

Structure (XYZ):
```
70
Properties=species:S:1:pos:R:3:mulliken_charge:R:1
C 1.82661 0.92521 4.08523 -0.554
C 2.20086 -0.47022 4.18002 0.581
O 3.35876 -0.87177 4.49476 -0.589
N 1.10503 -1.48113 3.83932 0.071
H 0.30853 -1.55861 4.67332 0.593
H 0.41507 -1.31659 3.04679 0.313
C 1.64835 -2.83049 3.62425 -0.852
H 0.81311 1.25947 3.60839 -0.009
H 2.41522 1.61831 3.49776 0.381
H 1.80465 1.24389 5.23936 0.183
H 2.17591 -2.85617 2.67751 0.184
H 0.97713 -3.75660 3.64407 0.236
H 2.30001 -2.90956 4.48185 0.429
C -1.75614 2.06252 1.89101 0.641
C -3.22508 1.77530 1.50108 0.228
O -4.13465 2.54453 1.43407 -0.519
N -3.57689 0.24717 1.31046 -0.006
H -2.97773 -0.17842 0.63692 0.218
H -3.22320 -0.32115 2.28247 0.467
C -4.98253 -0.12730 0.94602 -1.237
H -1.18670 2.89562 1.19323 0.046
H -1.24042 1.10226 1.80375 -0.739
H -1.86460 2.31468 2.96172 0.405
H -4.94240 -1.19818 0.69366 0.428
H -5.36921 0.38781 0.05812 0.385
H -5.72062 -0.19461 1.49170 0.604
N -0.40498 -0.70549 0.25891 0.810
O -1.57719 -1.26066 0.43962 -0.886
O 0.37612 -0.68969 1.19005 -0.620
O -0.39302 0.34775 -0.38098 -0.522
N -0.74899 -0.07329 3.69330 0.864
O 0.08571 -0.36976 4.54838 -0.539
O -0.76874 -0.71782 2.69893 -0.618
O -0.93589 1.14996 3.65257 -0.625
C 5.17700 0.28993 0.37903 -1.437
C 3.70785 0.09644 0.07411 0.962
C 3.40126 -0.25074 -1.45800 -1.484
O 3.09298 -0.91600 0.72491 -0.564
H 5.98977 -0.27757 -0.12609 0.350
H 5.32075 0.06114 1.55339 0.203
H 5.76789 1.13045 0.13830 0.441
H 3.15896 0.99150 0.38283 0.106
H 2.41488 0.06747 -1.67758 0.177
H 3.35502 -1.27545 -1.80953 0.313
H 4.01396 0.27038 -2.02442 0.683
H 2.19157 -1.06430 0.50474 0.324
C 0.72260 -1.48729 -4.74905 -0.717
C -0.44216 -2.48717 -4.38810 -0.192
C -0.75836 -2.09380 -2.88514 -0.342
O -1.67292 -2.10603 -5.02918 -0.569
H 1.55495 -1.74179 -4.09617 0.198
H 0.38450 -0.50745 -4.56841 0.190
H 1.31759 -1.89175 -5.66613 0.290
H -0.21189 -3.48925 -4.27708 0.495
H -1.15321 -1.19731 -2.65214 -0.163
H 0.16916 -2.11077 -2.19018 0.105
H -1.39522 -2.86456 -2.52851 0.385
H -1.67292 -1.17498 -5.09290 0.334
C -0.72880 3.14629 -2.16618 -1.612
C -2.00827 2.57920 -2.69705 0.392
C -1.77923 1.83918 -3.97971 -1.040
O -2.35087 1.74852 -1.68001 -0.424
H -0.55548 3.41717 -1.17343 0.326
H -0.44834 3.87010 -2.75410 0.611
H 0.05159 2.34682 -2.21100 0.317
H -2.87509 3.13792 -2.75562 0.488
H -1.34102 0.92638 -3.70150 -0.229
H -1.17232 2.24479 -4.54283 0.727
H -2.58813 1.56539 -4.76137 0.356
H -1.42015 1.22013 -1.51351 0.248
```

Values from the calculation:
* HOMO level: -8.61 eV
* orbital gap: 8.1 eV


2.
ORCA calculation (ωB97M-V/def2-TZVPD) on a molecular structure, C13H31MgNOSbSe2.

Structure (XYZ):
```
50
Properties=species:S:1:pos:R:3:mulliken_charge:R:1
Mg -0.16921 0.28613 -0.03384 0.837
C 1.38230 -0.93598 3.38248 -0.794
Se 0.34305 0.57210 2.73203 0.092
C 1.80681 1.84659 2.51305 -0.916
C 2.95654 1.36943 1.64481 -0.651
Se 2.43014 1.14117 -0.22317 0.067
C 3.62698 -0.31647 -0.69009 -0.819
H 2.02908 -0.61090 4.19420 0.424
H 1.96811 -1.39216 2.58724 0.096
H 0.66974 -1.66066 3.77005 0.307
H 2.17154 2.09200 3.50995 0.487
H 1.33782 2.74362 2.10639 0.413
H 3.35224 0.41647 1.99376 0.330
H 3.76434 2.09931 1.67276 0.467
H 3.48047 -1.15884 -0.01946 0.127
H 4.65393 0.03431 -0.64877 0.404
H 3.38412 -0.61263 -1.70770 0.335
N -1.19744 1.06557 -3.89582 -0.384
C -0.89437 1.07456 -2.59871 0.738
O -0.32435 0.08756 -2.08341 -0.658
C -1.22118 2.31137 -1.79376 -0.687
C -1.36712 2.02101 -0.29760 -1.219
H -0.94648 0.27232 -4.46246 0.250
H -1.66514 1.84694 -4.32051 0.201
H -2.07684 2.81178 -2.26165 0.392
H -0.36430 2.97523 -1.96739 0.272
H -2.41760 1.81265 -0.06980 0.444
H -1.11482 2.91931 0.26955 0.373
C -2.00271 -4.80805 1.64069 -1.093
C -1.28541 -3.48476 1.88488 -0.711
Sb -0.30700 -2.61516 0.18843 0.302
C -1.37293 -3.45720 -1.46611 -0.812
C -1.00605 -4.88133 -1.86520 -1.012
C 1.54473 -3.70269 0.15143 -0.698
C 1.49539 -5.11973 0.71069 -1.108
H -2.51477 -5.13844 2.54540 0.403
H -1.30747 -5.59552 1.35140 0.211
H -2.75517 -4.72030 0.85619 0.288
H -0.51903 -3.59768 2.65558 0.336
H -1.98275 -2.72954 2.25172 0.512
H -1.19810 -2.76377 -2.29010 0.389
H -2.43174 -3.37368 -1.21254 0.493
H 0.05615 -4.97516 -2.09572 0.284
H -1.55791 -5.17961 -2.75785 0.417
H -1.24215 -5.59969 -1.08095 0.191
H 2.26704 -3.09859 0.70397 0.271
H 1.87554 -3.70022 -0.88971 0.520
H 1.15257 -5.13462 1.74627 0.275
H 2.48669 -5.57509 0.69016 0.422
H 0.82959 -5.75841 0.13182 0.188
```

Values from the calculation:
* net charge: +1
* HOMO level: -10.80 eV
* orbital gap: 8.7 eV


3.
ORCA calculation (ωB97M-V/def2-TZVPD) on C5H6O2S in the gas phase at a distorted geometry.

Structure (XYZ):
```
14
Properties=species:S:1:pos:R:3:mulliken_charge:R:1
C 0.44668 1.30318 0.20649 -0.638
C 0.06939 -0.08064 0.80940 0.510
C -1.36039 -0.45708 0.38945 -0.312
C -1.37954 -1.36382 -0.56362 -0.331
C 0.79287 -0.99609 -0.04082 0.035
H 1.70786 1.49119 -1.66759 0.354
H 1.38024 1.58333 0.70044 0.335
H -0.47864 1.87226 0.45131 0.335
H 0.19222 -0.06741 1.96500 0.338
H -2.25975 0.13665 0.94337 0.245
H -2.16099 -2.14266 -0.94967 0.328
O 0.67471 1.53834 -1.25268 -0.584
O -0.00432 -1.68985 -1.00936 -0.338
S 2.37965 -1.12741 0.01827 -0.277
```

Values from the calculation:
* HOMO level: -8.87 eV
* SMILES: OC[C@H]1C=COC1=S
* orbital gap: 9.0 eV


4.
ORCA calculation (ωB97M-V/def2-TZVPD) on C3H5IN2 in the gas phase at a distorted geometry.

Structure (XYZ):
```
11
Properties=species:S:1:pos:R:3:mulliken_charge:R:1
C -0.86838 -1.79614 0.26478 -0.572
C -0.72185 -0.50029 0.01439 0.582
C 0.57038 0.24557 -0.00294 -1.203
N -1.92546 0.14928 -0.08657 0.229
N -2.93886 -0.52038 -0.50619 -0.720
I -4.77721 0.05710 0.03334 0.070
H -0.27158 -2.66798 0.03672 0.286
H 1.29176 -0.40759 -0.36906 0.348
H 0.80914 1.15375 -0.55208 0.363
H 0.88122 0.60766 1.00813 0.277
H -1.99164 1.22031 0.08424 0.340
```

Values from the calculation:
* HOMO level (alpha / beta): -7.39 / -8.71 eV
* orbital gap (alpha / beta): 7.3 / 8.5 eV


| no. | total energy (eV) |
| --- | --- |
| 1 | -44659.40625 |
| 2 | -160192.11944 |
| 3 | -20208.99295 |
| 4 | -14266.82208 |